This record from the Open Molecules 2025 dataset describes C35H99N5O15 as an isolated structure. The level of theory is ωB97M-V with the def2-TZVPD basis set.

Results
HOMO-LUMO gap = 6.8 eV
Lowest unoccupied orbital energy = -0.03 eV
E_tot = -2793.880925 Ha
E_HOMO = -6.8 eV

```
154
Properties=species:S:1:pos:R:3:forces:R:3
C -0.197 -1.263 1.595 -0.28 -0.19 -1.68
C -0.952 -0.407 0.530 1.21 0.16 0.04
C -0.722 1.100 0.840 3.65 -1.16 -0.05
C 0.716 1.597 0.565 -0.52 -2.41 -2.05
C 0.963 1.359 -0.918 0.98 -1.09 0.20
C 0.764 -0.124 -1.399 0.21 -0.31 -1.33
N -0.494 -0.692 -0.878 1.33 2.00 3.24
O -0.968 -1.897 -1.383 -4.29 8.58 0.71
C 0.616 -0.048 -2.971 -0.60 0.11 0.28
C 2.003 -1.032 -1.036 -1.01 0.42 1.47
C -2.429 -0.658 0.695 -1.46 0.27 0.54
H -0.360 -0.948 2.626 0.34 0.32 -1.53
H 0.879 -1.245 1.421 -1.54 -0.41 -1.43
H -0.534 -2.299 1.559 0.50 0.78 -0.65
H -1.349 1.844 0.349 2.90 -5.18 -2.10
H -0.872 1.275 1.906 -0.65 -0.50 -0.33
H 1.462 1.090 1.177 -0.76 -0.05 -0.40
H 0.863 2.659 0.764 -0.40 -4.53 -0.58
H 2.020 1.603 -1.025 -0.54 -0.05 -0.86
H 0.459 2.103 -1.536 -0.14 -0.69 0.07
H -0.163 0.648 -3.280 0.39 0.19 0.33
H 1.528 0.254 -3.486 -0.13 0.09 0.35
H 0.200 -0.955 -3.409 0.86 0.43 0.27
H 1.722 -2.078 -0.912 1.03 3.28 0.54
H 2.779 -0.955 -1.797 -0.62 0.15 0.82
H 2.374 -0.829 -0.031 0.07 0.35 -0.21
H -3.033 0.166 0.316 -0.01 -0.67 -0.91
H -2.705 -0.616 1.748 0.45 -0.10 0.36
H -2.837 -1.616 0.370 0.18 0.76 -0.19
H -0.531 -2.519 -0.797 -3.75 2.33 1.28
C 0.840 -3.824 0.003 2.42 -4.54 4.17
O 0.163 -3.202 -0.774 5.04 -10.31 5.30
N 2.145 -3.839 0.046 3.76 1.07 -0.81
N 0.411 -4.704 0.848 3.58 0.42 2.20
H 2.555 -4.445 0.742 0.37 0.49 -0.61
H 2.707 -3.292 -0.590 0.39 -0.55 0.36
H 1.081 -5.166 1.447 -0.17 0.14 -0.15
H -0.578 -4.794 1.028 0.90 0.06 -0.45
C -2.552 -0.706 -3.413 -0.27 0.14 -1.21
O -3.311 -0.326 -4.284 -1.47 0.79 -1.68
N -1.741 -1.737 -3.519 -0.74 -2.43 -3.17
N -2.323 -0.105 -2.289 -0.02 -0.77 1.07
H -1.272 -1.929 -2.645 -1.15 1.93 -1.14
H -1.488 -2.284 -4.329 -1.19 0.77 -0.28
H -2.858 0.741 -2.149 1.42 -2.85 -0.15
H -1.754 -0.498 -1.553 -1.12 1.34 -1.41
C 0.591 4.412 3.302 0.56 0.87 0.11
C 0.358 3.263 2.330 -1.83 2.76 2.90
O -0.233 3.783 1.139 0.91 0.61 1.48
H -0.300 5.001 3.516 -0.18 -0.11 -0.45
H 1.312 5.085 2.839 0.05 0.13 0.57
H 0.905 4.149 4.313 0.52 -0.52 -0.19
H -0.420 2.711 2.856 0.59 -0.71 -0.29
H 1.249 2.685 2.084 -0.41 0.88 1.29
H -1.173 3.928 1.270 0.82 0.64 0.32
C 3.747 0.815 -0.063 0.74 1.41 -0.40
C 4.435 2.160 -0.156 -0.58 -0.49 -0.56
O 4.846 2.549 1.140 1.24 -0.86 0.28
H 3.519 0.475 -1.074 0.99 -0.23 0.47
H 2.753 0.961 0.362 1.22 0.08 -0.04
H 4.335 0.188 0.607 0.08 -0.62 -0.52
H 3.686 2.853 -0.539 0.16 0.28 0.30
H 5.245 2.203 -0.884 0.35 -0.28 0.14
H 5.751 2.251 1.258 0.09 -0.12 0.12
C 4.072 -2.287 -2.776 0.65 0.15 1.75
C 3.405 -1.631 -3.950 -0.13 -1.05 0.76
O 2.662 -2.656 -4.550 0.54 -0.24 -2.69
H 3.302 -2.625 -2.083 0.49 -0.40 -0.66
H 4.625 -1.576 -2.163 0.56 0.19 -0.10
H 4.719 -3.136 -2.998 -0.01 0.16 -0.49
H 4.206 -1.224 -4.566 -0.44 -0.11 -0.70
H 2.697 -0.854 -3.661 0.79 0.04 0.02
H 1.896 -2.887 -4.020 0.93 0.49 0.19
C 0.282 -4.582 -3.633 1.03 -0.57 -0.40
C 0.202 -3.144 -3.181 0.65 -1.42 -1.94
O 1.328 -2.776 -2.433 0.72 -0.86 -5.18
H -0.598 -5.059 -4.066 -0.30 0.33 0.24
H 0.655 -5.171 -2.795 -0.13 -0.34 0.00
H 1.036 -4.622 -4.419 0.20 -0.35 0.02
H -0.782 -2.905 -2.777 3.13 -2.19 -0.59
H 0.244 -2.514 -4.069 0.06 -0.26 -0.15
H 1.063 -2.870 -1.515 -0.35 0.03 -2.09
C -1.806 -3.701 2.422 -1.13 -2.49 -0.74
C -2.122 -5.177 1.936 -0.73 0.52 3.58
O -1.562 -5.348 0.715 -4.92 -2.91 -1.00
H -0.726 -3.658 2.559 -0.70 -0.78 -0.15
H -2.275 -3.379 3.351 -0.35 -0.71 -0.60
H -2.034 -3.004 1.615 -0.49 -0.33 0.44
H -3.178 -5.447 1.925 0.22 0.09 0.39
H -1.552 -5.876 2.549 -0.35 -0.07 0.67
H -2.122 -4.847 0.117 -0.11 -0.75 0.35
C 1.408 0.735 3.569 -0.52 1.21 -0.18
C 2.186 -0.219 2.690 -0.84 -0.27 1.12
O 3.115 -0.855 3.474 2.72 -0.86 1.55
H 1.978 1.637 3.792 0.50 -0.08 0.14
H 1.002 0.390 4.520 0.48 -0.69 -0.12
H 0.529 1.139 3.067 0.44 -0.70 0.12
H 2.699 0.278 1.867 -0.38 -0.19 0.47
H 1.554 -1.054 2.390 1.16 1.43 0.58
H 3.760 -1.211 2.858 0.31 -0.23 0.32
C -1.768 2.430 -2.823 0.75 0.27 -0.85
C -3.021 2.723 -2.089 0.12 -0.86 0.50
O -3.759 1.456 -1.981 -4.61 6.18 1.29
H -1.994 2.058 -3.823 0.16 0.38 -0.27
H -1.148 1.645 -2.390 -0.61 0.61 0.32
H -1.197 3.357 -2.767 -0.37 -0.59 -1.27
H -3.556 3.539 -2.575 -0.45 -0.30 0.05
H -2.657 3.029 -1.108 -0.91 -0.21 -0.44
H -4.706 1.537 -1.846 -0.18 0.29 -0.11
C -0.815 -2.173 4.335 0.49 -0.52 0.96
C -1.930 -1.125 4.347 1.56 -0.85 1.00
O -1.377 0.008 3.700 -1.66 0.82 0.81
H 0.104 -1.906 4.857 0.02 0.89 -0.21
H -0.619 -2.477 3.307 0.54 1.02 1.88
H -1.033 -3.110 4.849 -0.69 0.05 0.15
H -2.147 -0.825 5.372 -0.41 -0.29 0.13
H -2.815 -1.507 3.838 -0.18 0.13 0.00
H -2.094 0.640 3.793 0.14 0.69 -0.27
C -2.738 2.562 1.077 -2.82 2.08 0.41
C -2.829 3.420 2.334 -0.45 -1.48 0.57
O -2.246 4.681 2.135 -1.56 1.14 0.16
H -2.919 1.496 1.208 -0.27 0.81 0.78
H -1.737 2.577 0.645 -3.27 3.99 1.39
H -3.461 2.895 0.331 -0.19 0.16 0.43
H -2.197 2.958 3.092 -0.54 -0.45 0.55
H -3.874 3.464 2.640 0.03 0.22 0.33
H -2.361 5.261 2.891 -0.07 -0.10 0.10
C -2.090 -4.496 -1.682 -1.29 0.39 -0.89
C -2.910 -3.543 -0.776 0.35 -0.78 -1.24
O -3.637 -4.380 0.143 -1.65 1.18 -0.20
H -1.410 -3.946 -2.333 -0.99 -1.05 0.77
H -2.838 -4.976 -2.313 0.16 -0.32 -0.15
H -1.564 -5.248 -1.094 0.11 0.08 -1.58
H -3.564 -2.918 -1.384 0.11 0.15 0.14
H -2.212 -2.912 -0.225 -0.82 -0.61 -0.04
H -4.529 -4.558 -0.163 0.04 0.09 -0.27
C -1.637 5.152 -0.730 -1.25 0.57 0.09
C -0.373 4.562 -1.261 -0.04 0.99 0.70
O -0.182 4.845 -2.618 0.21 1.19 -0.94
H -2.497 4.677 -1.202 0.02 0.87 -0.10
H -1.720 6.236 -0.813 0.22 0.11 -0.59
H -1.801 5.023 0.340 0.27 0.10 -0.93
H -0.415 3.474 -1.194 -0.10 0.31 0.57
H 0.484 4.907 -0.682 -1.43 0.35 -0.85
H 0.760 4.924 -2.787 0.09 -0.09 0.02
C 3.374 4.630 1.326 0.44 0.69 0.00
C 2.235 5.013 0.398 0.07 -0.91 0.56
O 1.787 3.810 -0.338 3.74 2.39 0.42
H 4.223 4.079 0.921 -0.68 1.28 -0.31
H 3.059 3.956 2.122 -0.43 -0.03 -0.04
H 3.786 5.491 1.854 -0.09 0.37 -0.05
H 2.379 5.883 -0.244 0.77 -0.47 -0.71
H 1.481 5.451 1.053 -0.69 -0.58 -0.21
H 1.000 3.481 0.104 0.15 1.58 -1.22
```
Positions in Å, forces in eV/Å.